The following is a quantum chemistry calculation of the molecule C5H10 at a distorted geometry, from the OMol25 dataset.

Geometry as XYZ:
```
15
Properties=species:S:1:pos:R:3:forces:R:3:mulliken_charge:R:1
C -0.1721 1.4658 -0.1803 0.11 0.08 -0.18 -0.825
C -0.0929 -0.0286 -0.0256 0.52 -0.15 -0.05 1.380
C -1.1645 -0.9987 -0.5104 0.35 -0.11 -0.03 -1.279
C -0.2052 0.8467 1.1913 0.08 -0.09 0.18 -0.755
C 1.3298 -0.6406 -0.2153 -0.09 0.24 0.09 -1.714
H -1.7753 -0.6825 -1.3692 0.26 0.19 0.37 0.303
H -0.4708 -1.7498 -0.8537 -0.74 -1.05 -0.50 0.396
H 0.6929 0.8745 1.8012 -0.15 0.21 0.01 0.247
H 1.5099 -1.0799 -1.2126 -0.37 0.33 0.21 0.437
H -1.8155 -1.4542 0.2492 0.25 0.37 -0.05 0.291
H -1.1341 0.9090 1.7563 0.15 -0.14 -0.23 0.271
H -1.0858 1.9412 -0.5357 0.16 -0.29 0.02 0.265
H 0.7402 1.9403 -0.5263 -0.12 0.14 0.15 0.233
H 2.1121 0.1117 -0.0698 -0.14 -0.01 0.09 0.406
H 1.5314 -1.4548 0.5006 -0.27 0.27 -0.08 0.343
```
Positions in Å, forces in eV/Å.

The gap between HOMO and LUMO comes out at 11.05 eV. Its charge is 0. The HOMO energy comes out at -9.91 eV. The electronic energy is -5346.026 eV. Its LUMO energy is 1.148 eV.